# C39H34ClFO9S

A cluster of 3 separate species, C39H34ClFO9S in total in a non-equilibrium geometry (ωB97M-V with the def2-TZVPD basis set, the OMol25 dataset).

```
85
Properties=species:S:1:pos:R:3:forces:R:3
C 4.567 -0.541 2.247 0.2 -0.1 -0.1
C 5.735 0.351 1.809 -0.2 -0.1 0.0
C 5.415 1.853 1.779 -0.3 -0.3 0.4
C 3.985 2.169 1.343 -0.1 0.1 -0.3
C 3.768 3.626 0.911 -0.1 0.0 0.0
C 2.625 3.837 -0.103 -0.1 0.2 0.0
C 1.358 4.445 0.502 0.2 0.0 0.1
C 0.585 3.571 1.513 -0.2 0.3 -0.6
C 0.626 2.065 1.275 0.0 -0.3 0.8
O 0.642 1.407 2.587 -0.3 0.2 -0.1
C -0.632 1.219 2.981 0.1 0.3 -0.1
O -1.017 0.808 4.011 0.0 0.1 0.2
O -1.491 1.586 1.923 -0.1 -0.5 -0.1
C -0.689 1.443 0.809 0.3 -0.6 -0.2
Cl -0.409 -0.321 0.495 0.0 0.2 -0.3
S -1.312 2.148 -0.725 0.3 1.1 0.1
O -1.999 3.354 -0.453 -0.4 -0.2 0.1
O -0.226 2.138 -1.635 0.0 -0.4 0.1
F -2.342 1.071 -1.160 0.0 0.1 0.0
H 4.940 -1.523 2.541 0.0 0.0 0.0
H 4.015 -0.121 3.089 0.0 0.0 0.0
H 3.869 -0.712 1.425 -0.1 0.1 0.1
H 6.063 0.022 0.819 0.1 0.0 0.0
H 6.559 0.179 2.503 0.1 0.1 -0.1
H 6.111 2.374 1.119 0.1 0.0 0.1
H 5.549 2.226 2.799 0.1 0.3 -0.1
H 3.292 1.927 2.153 0.0 -0.1 0.0
H 3.707 1.518 0.503 0.1 0.0 0.0
H 3.561 4.247 1.788 0.1 0.0 0.0
H 4.695 4.014 0.484 0.0 -0.1 0.0
H 2.960 4.521 -0.886 0.0 0.0 0.0
H 2.389 2.908 -0.630 0.1 0.0 0.0
H 0.694 4.794 -0.291 0.0 -0.2 0.0
H 1.661 5.344 1.045 -0.1 0.1 -0.1
H 0.929 3.759 2.529 0.2 -0.2 0.0
H -0.460 3.890 1.489 0.0 0.0 0.2
H 1.477 1.703 0.713 0.0 0.0 0.1
O -0.476 -5.814 6.023 0.0 0.0 0.0
C -1.599 -5.357 5.990 0.0 0.0 0.0
C -2.625 -5.761 6.995 0.0 0.0 0.0
C -2.270 -6.658 7.996 0.0 0.0 0.1
C -3.198 -7.025 8.955 0.0 0.0 0.0
C -4.485 -6.498 8.920 0.0 0.0 0.0
C -4.847 -5.613 7.919 0.0 0.0 0.1
C -3.920 -5.244 6.951 0.0 0.0 0.0
C -4.338 -4.301 5.873 0.0 0.0 0.0
O -5.476 -3.890 5.808 0.0 0.0 0.0
C -3.306 -3.880 4.883 0.0 0.0 0.0
C -3.658 -2.975 3.889 0.0 0.0 -0.1
C -2.710 -2.553 2.973 0.0 0.0 0.0
C -1.408 -3.033 3.046 0.0 0.0 0.0
C -1.052 -3.940 4.028 0.0 0.0 -0.1
C -2.001 -4.370 4.948 0.0 0.0 0.0
H -1.265 -7.056 8.012 0.0 0.0 0.0
H -2.920 -7.722 9.735 0.0 0.0 0.0
H -5.206 -6.780 9.676 0.0 0.0 0.0
H -5.845 -5.198 7.875 0.0 0.0 0.0
H -4.674 -2.607 3.848 0.0 0.0 0.0
H -2.983 -1.843 2.202 0.0 0.0 0.0
H -0.666 -2.693 2.335 0.0 0.0 0.0
H -0.043 -4.322 4.096 0.0 0.0 0.0
O -2.999 1.740 -8.504 0.0 0.0 0.0
C -1.837 1.670 -8.166 0.0 0.0 0.0
C -1.458 1.314 -6.769 0.0 0.0 0.0
C -2.461 1.035 -5.850 0.0 0.0 0.1
C -2.131 0.676 -4.554 0.0 0.0 0.0
C -0.798 0.591 -4.169 0.0 -0.1 -0.2
C 0.205 0.878 -5.079 0.0 0.0 0.1
C -0.119 1.244 -6.379 0.0 0.0 0.0
C 0.980 1.563 -7.335 0.0 0.0 0.0
O 2.140 1.550 -6.985 0.0 0.0 0.0
C 0.602 1.898 -8.739 0.0 0.0 0.0
C 1.607 2.166 -9.660 0.0 0.0 -0.1
C 1.280 2.456 -10.974 0.0 0.0 0.0
C -0.051 2.478 -11.374 0.0 0.0 0.0
C -1.057 2.221 -10.458 0.0 0.0 -0.1
C -0.735 1.932 -9.137 0.0 0.0 0.0
H -3.494 1.101 -6.163 0.0 0.0 0.0
H -2.917 0.457 -3.842 0.0 0.0 0.0
H -0.532 0.302 -3.164 0.0 0.0 0.0
H 1.247 0.822 -4.793 0.0 0.0 0.0
H 2.638 2.142 -9.335 0.0 0.0 0.0
H 2.064 2.663 -11.690 0.0 0.0 0.0
H -0.304 2.699 -12.403 0.0 0.0 0.0
H -2.097 2.238 -10.754 0.0 0.0 0.1
```
Positions in Å, forces in eV/Å.

Relative energy (zero: lowest compared OMol25 entry of this formula, charge and spin): 0.000 eV
HOMO level: -9.753 eV
Electronic energy: -3141.99449 hartree
SMILES: CCCCCCCC[C@H]1OC(=O)O[C@@]1(Cl)S(=O)(=O)F.O=C1c2ccccc2C(=O)c2ccccc21.O=C1c2ccccc2C(=O)c2ccccc21